Entry 1:
Below is a molecular structure, C34H36GeIrNP2, with properties calculated with ωB97M-V/def2-TZVPD.

```
75
Properties=species:S:1:pos:R:3:forces:R:3
H 0.898956 3.045898 -1.940475 0.015 -0.023 0.003
H 1.102210 -2.614973 0.393517 0.013 0.010 0.030
H -1.697468 -4.848089 -4.562870 0.008 -0.030 -0.019
H -3.619198 -1.024386 -4.488574 -0.020 0.030 -0.012
C 0.729798 -2.433867 -0.620824 0.039 0.062 -0.058
C -2.471950 5.777262 0.608169 -0.001 0.006 -0.008
H -1.118508 4.647373 3.499911 0.008 0.005 0.037
C -4.130913 1.939019 -3.349193 0.003 -0.002 0.028
Ir -1.158704 0.056090 0.439227 -0.031 -0.094 -0.153
C 1.372135 0.228976 4.925912 -0.008 0.023 -0.020
C 0.713967 2.352884 -1.121315 -0.006 0.010 -0.025
C -2.604447 -3.202601 1.615928 -0.099 0.105 0.011
H -0.637135 2.703561 2.058169 -0.094 0.069 -0.066
C -3.050695 -4.193269 2.477475 -0.026 0.003 0.021
C -1.102305 -4.777743 0.590541 0.030 0.007 0.036
H -0.331005 -5.018812 -0.128839 0.027 -0.008 -0.034
C 2.310994 -0.853959 -2.116434 0.001 0.213 -0.004
C 1.303177 -1.168219 -1.133954 -0.001 0.117 -0.060
C -1.406977 4.666042 2.458288 -0.024 0.023 -0.042
H 1.166675 2.788176 -0.220680 -0.069 -0.016 -0.068
H 2.930934 -1.566838 -2.629798 0.063 -0.053 -0.052
C -2.182997 4.699025 -0.214986 0.058 0.040 -0.035
C 2.303235 0.506185 -2.256944 -0.021 -0.219 0.010
H -2.309074 6.607324 2.574711 -0.010 0.027 0.021
C 2.049228 2.080720 2.411434 -0.024 0.043 0.005
P -1.087084 2.153525 -0.694452 0.047 -0.029 0.099
H -1.125850 -6.758520 1.396838 0.010 -0.032 -0.001
H 2.914874 1.106188 -2.907247 0.059 0.036 -0.052
C -1.726415 -2.516109 -2.107813 -0.039 -0.010 -0.002
H -0.591898 3.478956 -3.356604 0.056 0.025 0.009
C -2.388165 3.169083 -4.458172 -0.023 -0.020 0.007
C -1.123450 3.583200 1.644576 -0.051 -0.077 0.023
H -2.493466 4.716266 -1.251373 -0.011 -0.010 -0.013
P -1.104242 -2.163521 -0.442829 0.019 0.174 0.325
H -4.295069 2.735943 -5.331968 -0.016 0.004 -0.020
H -3.099601 -3.138700 -5.662078 -0.013 -0.007 -0.042
C -2.517655 -1.560610 -2.732100 0.026 0.050 0.008
H -2.738601 -0.636242 -2.215154 -0.005 -0.017 0.005
C -1.633018 -3.489875 0.663510 0.033 -0.081 -0.103
H 0.710474 0.986372 5.342158 -0.035 0.031 0.020
H -0.904241 -0.874840 2.941179 0.047 -0.077 -0.029
H 0.978173 -3.291428 -1.244902 0.009 0.027 -0.001
H -0.820181 -4.467192 -2.312847 0.014 -0.031 0.040
Ge 1.393252 0.322608 2.976827 -0.019 0.014 0.079
H -2.868592 -6.242573 3.070678 -0.017 -0.037 0.037
C -1.925274 -3.924218 -4.050337 -0.003 0.007 -0.004
C -3.663302 2.623253 -4.461752 -0.002 0.007 -0.033
H 3.674874 -0.769175 2.796614 0.058 -0.003 0.027
C -2.715197 -2.961582 -4.667691 0.000 0.006 0.005
C -1.544765 -5.763913 1.455152 -0.024 0.021 0.015
H 2.968409 2.283186 2.961927 0.036 0.004 0.002
H 2.302361 2.074832 1.350337 0.016 -0.001 0.015
H 1.024989 -0.747941 5.258167 -0.016 -0.044 0.008
H -5.128239 1.521269 -3.345149 -0.029 -0.008 0.003
C -0.355847 -0.172122 2.306617 -0.001 -0.042 -0.174
C -3.009588 -1.778751 -4.010525 0.002 -0.015 -0.007
H 1.356715 2.897933 2.610962 0.079 -0.037 0.004
H 2.885709 -0.810540 1.224510 -0.011 -0.012 -0.088
H -3.005979 6.627412 0.208127 -0.019 0.031 -0.010
C -1.429702 -3.704013 -2.777760 -0.011 0.019 0.016
H -3.681141 1.260349 -1.365345 -0.005 0.010 0.001
C -2.080414 5.764465 1.937755 0.032 -0.024 0.028
H -2.027110 3.707449 -5.322387 0.020 0.028 -0.039
C -1.575678 3.032562 -3.343020 0.005 -0.102 0.013
C -3.316243 1.792053 -2.238487 -0.023 0.046 0.050
H -3.012250 -2.198090 1.686651 0.040 -0.073 -0.015
N 0.746174 -0.025659 -0.696058 -0.059 0.028 0.177
C 1.284616 1.004074 -1.360569 0.021 -0.135 -0.023
C -1.495621 3.604592 0.299297 -0.026 -0.040 0.072
C 2.726038 -0.951486 2.292891 -0.039 0.022 0.025
C -2.523160 -5.471982 2.396952 0.028 0.010 -0.033
H 2.373045 0.390513 5.322918 0.054 0.009 0.026
H -3.807308 -3.962539 3.214514 -0.014 0.000 0.015
H 2.437568 -1.984334 2.481872 -0.033 -0.047 0.009
C -2.031057 2.332497 -2.227804 -0.002 0.051 -0.020
```
Forces are in eV/Å.

The multiplicity is 6. The value obtained for the strongest force on any atom is 0.37 eV Å⁻¹. As for the LUMO energy (spin up / spin down): -1.94 / -4.96 eV. The expectation value of S² is 8.7706. As for the net charge: +1. Its calculated total energy is -115255.7408 eV.

Entry 2:
Below is a molecular structure, C34H36N3O2P2RuS, with properties calculated with ωB97M-V/def2-TZVPD.

```
79
Properties=species:S:1:pos:R:3:forces:R:3
N 4.876239 9.972996 -0.984009 -0.018 -0.047 -0.003
C -2.626728 3.710197 -0.521007 0.125 0.162 0.032
H 0.493729 -3.889038 0.094880 0.060 0.086 0.017
C -4.895716 1.336178 -4.124948 0.456 0.545 1.258
H 2.119605 7.873092 -1.289528 0.003 -0.011 0.005
H 0.027797 1.746234 -1.555687 0.069 -0.079 0.169
H -3.383910 1.860452 1.953415 0.084 -0.009 -0.081
C -2.717213 0.289612 -1.471114 0.932 -1.539 0.529
C 1.732543 -2.816908 2.003351 0.034 -0.303 -0.075
C 0.450847 -2.749613 -2.551381 0.100 -0.033 0.055
H -0.737006 -5.094399 -0.299868 0.006 0.002 0.014
H 4.322217 -4.271001 0.379787 -0.012 0.033 0.003
C 3.641279 -3.500627 0.717823 0.225 0.172 -0.223
H 1.080943 -3.492165 -3.049477 -0.075 0.002 -0.048
C -5.016255 -0.429369 -5.758656 -1.668 2.460 -0.794
H 0.105554 2.468512 1.224497 -0.091 -0.038 -0.082
H -0.904787 -5.018348 -3.169505 -0.104 0.007 -0.004
H 0.764629 -5.022403 -1.224014 -0.065 0.023 -0.008
C 2.425591 5.823097 -0.740355 0.015 0.066 -0.006
N -2.839484 -1.548254 -3.025001 -1.280 0.511 -2.054
H 6.059116 6.865064 0.036764 -0.012 -0.014 -0.005
O 2.286084 1.093276 0.261213 0.128 0.441 -0.381
C -4.030296 0.567441 -3.335071 0.577 0.484 1.436
H -2.181748 4.671266 -0.805284 -0.086 -0.036 -0.006
C 1.863460 -1.469996 1.588563 -0.028 0.391 0.884
H 4.631272 -1.916845 -0.335886 0.035 -0.025 -0.019
C -1.536590 -4.286759 -2.652049 0.153 -0.161 -0.015
H -6.048760 1.454930 -5.922181 0.048 -0.093 0.019
C -3.592046 1.237551 1.083417 -0.126 -0.195 -0.279
P -2.093153 0.970943 0.082444 1.759 -0.261 0.792
C 2.622977 2.357728 0.090205 -0.146 -0.917 0.007
H 1.410234 5.530971 -0.961295 -0.075 -0.039 -0.008
H -2.444697 -3.844734 0.715178 0.092 0.080 -0.071
H -5.170420 2.323006 -3.769287 0.054 -0.057 0.009
H -3.209534 3.882653 0.386486 0.009 -0.021 -0.031
H -0.138476 4.114698 0.647236 -0.122 -0.038 -0.018
N -3.554349 1.092299 -2.148832 -1.594 0.195 -2.537
C 4.546401 8.881786 -0.836198 -0.079 -0.271 0.050
C 5.042480 6.565525 -0.179872 0.065 -0.051 0.050
H -1.274749 2.529336 -2.429786 0.012 0.067 -0.044
H -4.316962 1.720362 0.430255 -0.222 0.084 0.149
C 4.642122 5.256413 0.009426 0.065 -0.005 0.012
C 3.363296 0.179414 0.288934 -0.362 -0.532 0.983
H -2.053570 -3.671901 -3.379537 0.043 -0.039 -0.059
H 5.342217 4.517555 0.374674 -0.005 0.005 -0.005
C 2.595345 -3.803493 1.588599 -0.252 0.089 0.107
H -3.532915 -3.386627 -0.625321 -0.150 -0.141 0.083
H -3.990986 0.282157 1.422732 0.015 0.000 0.016
H 0.931733 -3.046201 2.693621 -0.008 0.008 0.022
C -1.495965 2.704916 -0.284270 -0.276 0.068 -0.088
C -5.382258 0.846370 -5.322306 -0.355 -1.832 -2.101
C -0.656823 3.185685 0.910979 -0.006 -0.094 0.031
P -1.496380 -2.131636 -0.753573 1.289 0.314 0.626
C -0.632773 -3.459382 -1.733391 -0.244 0.055 -0.258
C -3.667022 -0.728326 -3.775055 0.701 -0.843 0.512
C -2.830903 -3.017030 0.120850 -0.217 0.183 -0.264
H -2.277585 -4.848752 -2.077292 0.005 0.038 -0.020
C 2.821250 7.134517 -0.925849 -0.082 -0.007 -0.026
H -5.397837 -0.814187 -6.696694 -0.001 0.081 0.058
C 4.130980 7.508149 -0.644586 0.110 0.368 -0.068
C 0.005707 -4.414397 -0.721454 0.021 0.030 0.030
C -0.640458 2.610347 -1.545561 0.049 -0.078 -0.128
H 2.455173 -4.818462 1.940883 0.006 0.010 0.009
C -4.170510 -1.205958 -4.989998 1.188 -0.896 1.229
C -2.385941 -1.011489 -1.893875 -0.087 1.016 1.685
C 2.958286 -1.174640 0.747163 0.126 0.416 -0.620
S 0.933268 -0.271871 2.522081 0.073 -0.166 -0.081
H -1.293707 3.397611 1.774785 0.031 -0.046 -0.014
H -0.009309 3.493513 -1.633836 -0.005 0.138 -0.083
H -3.344656 -2.321436 0.781018 -0.029 0.020 0.047
H 0.006066 -2.105673 -3.312278 0.016 0.025 -0.028
H -3.294055 3.377872 -1.313150 -0.003 0.053 -0.013
O 4.467231 0.525808 0.029024 0.321 0.254 -0.402
C 2.924383 3.501247 -0.065605 0.188 0.804 -0.162
H 1.108245 -2.141177 -1.918942 -0.118 -0.056 0.012
C 3.329841 4.871769 -0.269090 -0.139 -0.395 0.109
C 3.811099 -2.191386 0.312955 0.103 -0.311 -0.019
Ru -0.141377 -0.487649 0.476545 -1.246 -0.153 0.109
H -3.881966 -2.201900 -5.307657 -0.001 0.049 0.075
```
Forces are in eV/Å.

The multiplicity is 6. The value obtained for the strongest force on any atom is 3.08 eV Å⁻¹. Its energy above the lowest of the compared OMol25 structures with the same formula, charge and spin is 154.0 kJ/mol. As for the LUMO energy (spin up / spin down): 0.17 / -4.48 eV. The expectation value of S² is 8.8271. Its calculated total energy is -76396.9408 eV.

Entry 3:
Below is a molecular structure, C34H37AsBCsN9O4S4SbSi, with properties calculated with ωB97M-V/def2-TZVPD.

```
93
Properties=species:S:1:pos:R:3:forces:R:3
H 4.330988 0.423820 2.384952 -0.698 -1.001 -0.366
N 1.697976 2.733021 1.693130 -1.778 0.164 1.808
C -0.565306 3.710281 2.031280 -2.527 0.982 -0.868
C 1.163260 -5.297214 -1.224782 -0.125 0.612 3.441
H 1.956754 -6.666691 0.352763 0.430 -0.410 0.049
H -2.887526 3.121265 -2.377490 0.370 -1.030 0.495
H -3.952333 4.240420 -2.858966 -0.746 0.426 -0.347
N 0.414305 -3.745796 0.158279 1.273 -1.079 -0.033
H 0.701031 5.881581 1.089677 0.693 0.435 -0.429
H 6.868572 4.558624 3.069747 -0.927 -0.680 -0.096
H 0.679016 -6.214199 -5.822203 0.777 -0.218 -0.720
H 1.966563 3.524387 4.122583 -0.018 0.514 0.261
C 0.979828 -1.259278 4.852989 -1.945 2.612 0.987
H 1.024496 -4.540993 1.896686 0.450 -0.387 0.799
C -0.076097 -0.758265 5.679289 -0.037 -2.192 -0.021
C 2.496538 2.523884 0.606714 0.834 1.891 -3.554
O -1.303508 4.848706 2.073301 1.030 0.412 0.252
S -6.998324 2.890770 -3.452896 -0.365 0.062 -0.169
S -3.208160 2.512665 4.907560 -0.249 0.357 -0.505
Cs -0.327568 -0.897819 1.227346 -0.253 0.078 -0.078
O 3.449134 1.289191 -1.163821 -0.067 1.549 0.285
H 1.130728 -2.274931 4.846939 0.645 -2.223 -0.146
C 4.922169 3.555820 3.362129 1.539 -1.577 -1.519
H -5.106570 0.923836 -5.179724 0.088 -0.367 0.347
C 6.154477 1.386173 2.122000 0.896 0.089 0.216
N 0.450535 -4.962082 -4.142316 -0.410 -0.855 -0.261
As -5.198826 1.998786 -2.965714 1.301 0.021 -0.201
H -4.359097 -2.301949 0.048964 0.726 -0.353 -0.818
H -3.472439 0.900683 -4.502877 -0.883 -0.738 0.687
C 4.833651 1.342079 2.505871 0.499 -0.632 0.038
H -2.259303 4.713477 1.873534 -0.075 -0.378 -0.167
C -5.176728 1.072968 -1.303601 0.687 1.627 1.559
H -1.162489 0.947943 6.472771 0.939 -0.620 -1.583
C -3.578639 -2.896430 -0.473624 -1.853 -0.452 2.185
H 3.525414 0.404733 -1.456353 0.046 -1.746 -0.553
S -3.534433 0.149115 1.946443 0.130 0.086 -0.075
H -3.668130 -4.711017 0.816146 0.284 -0.308 -0.852
H -0.692654 -1.484741 6.280381 0.840 0.786 -0.622
C -4.548150 0.697943 -4.254771 -0.292 0.261 -0.659
H 0.613362 0.831277 -2.523103 -0.226 -0.044 -0.703
C 0.692706 3.844658 1.536833 3.734 -0.497 -0.980
O -1.162469 2.618723 2.355721 0.912 -0.543 -0.005
S -4.035567 3.769434 1.069165 0.016 0.295 0.202
H 2.502682 -0.699413 3.477137 0.085 -0.084 -0.105
C -3.222078 -4.224365 -0.062201 -0.261 0.898 -0.289
N 0.053545 -1.072197 -2.137259 -0.767 -0.501 0.699
C 0.359119 -0.121958 -2.992868 0.930 0.923 1.594
C 1.340204 5.013096 0.939425 -1.832 -1.736 2.001
H 3.032212 5.797250 0.133128 1.371 2.033 -1.132
C 0.330737 1.469542 4.934454 -0.338 0.444 0.133
C 2.640884 1.251003 -0.071156 0.592 -0.191 0.574
H 3.777108 3.387276 -0.818857 -0.662 0.770 -0.003
N 0.515359 -4.134022 -1.139571 -0.025 0.045 0.293
H 4.608567 4.423726 3.839488 -1.339 1.155 0.831
H -3.266618 3.150310 -4.092099 -0.247 0.078 0.136
N -1.825699 -3.587275 -1.512178 0.361 -0.090 -1.329
H -4.841000 -0.291191 -3.846589 0.694 0.400 -0.582
H 7.916071 2.459079 2.008506 0.661 0.752 -0.010
C 0.178718 -1.981174 -4.174198 0.033 0.882 0.597
H -5.895240 0.277761 -1.294262 -0.391 -0.315 0.031
H 1.326151 -5.642818 -2.145324 0.636 -1.796 -3.211
N -2.184219 -4.678358 -0.770250 -0.394 1.614 0.795
N -0.108493 -2.179105 -2.860282 -0.103 -2.299 -0.007
C -1.780267 -5.094622 -3.978768 -0.448 0.218 0.229
O 2.203928 0.184524 0.304200 -0.210 -0.427 0.233
C 1.684707 -0.359005 4.097930 0.172 0.403 -0.134
H -2.788122 -4.874800 -3.571481 1.042 -0.243 -0.254
H -2.059355 -6.333276 -5.825266 0.419 0.463 0.745
H 0.063401 2.552092 4.974033 0.248 -1.043 -0.040
C 2.579628 4.911494 0.360447 -1.705 -1.002 0.298
C -2.684625 -2.544914 -1.423297 0.869 1.580 -0.341
H -4.189021 0.753279 -0.942962 -0.113 -0.218 -0.582
C 1.092724 -4.710504 0.849312 -2.203 2.404 0.046
Si 2.311708 2.380518 3.290153 -0.529 0.540 -0.442
C -3.689960 3.220570 -3.084430 0.214 0.599 0.003
C 0.510521 -0.630630 -4.259257 -0.209 -0.628 -1.711
H -2.524320 -1.529582 -1.938193 -0.130 -2.046 0.821
H 6.649754 0.482352 1.764225 -0.213 0.243 -0.152
C 4.185888 2.364642 3.133134 -0.443 1.583 0.527
C 1.522138 -5.742605 0.064068 -0.116 0.555 -1.880
C -1.411341 -5.805332 -5.100404 0.374 -0.581 -0.988
C 1.370010 1.016239 4.124936 0.394 -0.164 0.323
C 6.896843 2.545037 2.311886 -1.686 -0.333 0.166
C -0.403950 0.561528 5.709132 -0.680 1.514 1.490
N -0.650529 -4.621855 -3.395984 1.219 0.179 -1.059
Sb -3.225150 2.306561 2.626432 -0.285 -0.725 0.709
C 2.992121 3.631610 -0.091932 0.539 -1.750 1.803
H 0.778395 -0.102700 -5.150446 0.104 0.160 -0.244
B -0.477374 -3.596542 -2.225692 -0.352 -0.003 -0.172
C 0.020753 -5.715394 -5.171941 -2.210 1.296 2.383
H -5.392745 1.869632 -0.538197 -0.301 -0.853 -0.590
C 6.235884 3.651506 2.894474 1.600 -0.125 0.171
H 0.163164 -2.791823 -4.902106 -0.030 0.487 0.343
```
Forces are in eV/Å.

The value obtained for the strongest force on any atom is 4.11 eV Å⁻¹. As for the LUMO energy: 3.37 eV. As for the net charge: -2. Its calculated total energy is -177284.2781 eV.